# 1
The following is a quantum chemistry calculation of C5H11NO in the gas phase in a non-equilibrium geometry, from OMol25.

* HOMO: -0.3383 Eh
* SMILES: C=NC(C)(C)CO

Each line ends with the Mulliken charge.
CARTESIAN COORDINATES (ANGSTROEM)
C: 0.87016 -0.89144 1.94657  -0.33
N: -0.01621 -0.11932 1.49790  -0.59
C: -0.17312 0.27469 0.14188  1.62
C: -1.42687 -0.44348 -0.42035  -1.73
C: -0.66526 1.78859 0.16210  -1.44
C: 1.01595 -0.04337 -0.78378  -0.94
O: 1.01777 -1.38141 -1.21865  -0.51
H: 0.73814 -1.29396 2.92346  0.32
H: 1.81946 -1.34729 1.37478  0.15
H: -1.93055 0.08822 -1.28872  0.30
H: -0.93454 -1.33832 -0.96788  0.34
H: -1.99802 -0.59604 0.39275  0.61
H: -0.13140 2.21923 0.96554  0.44
H: -1.81111 1.65732 0.34214  0.28
H: -0.55564 2.05276 -0.88935  0.38
H: 1.91008 0.39656 -0.34497  0.41
H: 0.84466 0.61656 -1.79544  0.38
H: 1.42650 -1.63930 -2.03799  0.30

=====

# 2
The following is a quantum chemistry calculation of a 5-piece molecular cluster, C2H16N2O4 overall in a non-equilibrium geometry, from OMol25.

* HOMO (spin up / spin down): 0.0260 / -0.2305 Eh
* 2S+1: 2
* expectation value of S²: 0.751
* net charge: -1

Each line ends with the Löwdin spin population.
CARTESIAN COORDINATES (ANGSTROEM)
C: 2.26070 -1.95204 0.70441  0.04
N: 0.84872 -1.41484 0.79179  0.03
C: -0.15385 -2.49735 0.58521  0.04
N: -0.97102 -2.38465 -0.65069  0.03
H: 2.48603 -3.03816 0.76234  0.00
H: 2.47607 -1.62889 -0.35631  0.01
H: 2.90434 -1.34865 1.42229  0.01
H: 0.79756 -0.71887 1.60679  0.03
H: -1.01253 -2.54526 1.33329  0.02
H: 0.53377 -3.40049 0.46643  0.00
H: -0.89364 -1.40397 -0.98598  0.02
H: -0.63601 -2.98554 -1.38815  0.00
H: 0.43588 0.47967 0.08487  0.03
H: -1.18159 1.09697 0.63466  0.06
O: -0.35277 1.25949 0.06425  0.12
H: -3.68688 0.69686 2.46800  0.08
H: -2.89033 1.12961 1.12594  0.10
O: -2.79940 0.88738 2.06567  0.25
H: -0.36761 3.31251 -0.59804  0.02
H: 0.97050 4.08289 -0.89224  0.02
O: 0.01303 4.16054 -0.70136  0.04
H: 0.18916 2.45118 -2.17038  0.01
H: 0.90607 3.22916 -3.20877  0.01
O: 0.12380 2.53245 -3.16403  0.05

=====

# 3
The following is a quantum chemistry calculation of a 2-piece molecular cluster, C6H11N4 overall in a non-equilibrium geometry, from OMol25.

* HOMO: -0.4981 Eh
* net charge: +1

Each line ends with the Mulliken charge.
CARTESIAN COORDINATES (ANGSTROEM)
C: -0.20761 -3.33091 -1.18856  -0.19
C: -0.45498 -3.26988 0.16728  -0.47
C: 1.14751 0.99655 1.48958  -0.53
C: -0.29191 0.57747 1.76995  -0.33
C: 0.04854 1.35341 0.61995  0.38
C: -0.45741 2.20730 -0.40520  -0.21
N: -0.09887 -2.04049 -1.56199  -0.19
N: -0.47584 -1.97072 0.51307  -0.45
N: -0.26680 -1.24625 -0.52049  0.10
N: 0.48490 2.81536 -1.28272  -0.53
H: -0.10355 -4.15404 -1.86192  0.44
H: -0.60702 -4.05430 0.87521  0.43
H: 1.62924 1.78641 2.05662  0.31
H: 1.84139 0.22404 1.18864  0.24
H: -0.51593 -0.49097 1.59538  0.31
H: -0.88850 0.99194 2.57111  0.32
H: -1.08274 2.94049 0.15704  0.32
H: -1.20585 1.65249 -0.99512  0.35
H: 1.32735 3.14740 -0.83458  0.22
H: 0.08749 3.52716 -1.87385  0.25
H: 0.09060 -1.66246 -2.47939  0.22

=====

# 4
The following is a quantum chemistry calculation of C16H23N5OPd as an isolated structure in a non-equilibrium geometry, from OMol25.

* HOMO (spin up / spin down): -0.8161 / -0.8357 Eh
* 2S+1: 5
* expectation value of S²: 6.069
* net charge: +4

Each line ends with the Löwdin spin population.
CARTESIAN COORDINATES (ANGSTROEM)
Pd: -0.26470 0.54748 0.36449  1.30
C: -1.44264 -3.65309 1.24515  0.00
C: -0.85972 -2.42045 0.71057  0.00
N: -0.70449 -1.35573 1.45689  0.28
C: -1.17995 -1.16987 2.85633  0.02
C: -0.91156 0.35176 3.33001  0.02
N: -1.03107 1.23789 2.15147  0.16
C: -0.99280 2.68497 2.42786  0.05
C: 0.38462 3.35436 2.46418  0.07
N: 1.18169 3.19735 1.21014  0.66
C: 0.74113 3.51651 -0.10094  0.11
C: 1.30477 2.52667 -1.27576  0.08
N: 0.60297 1.27177 -1.44469  0.23
C: 0.96294 0.48019 -2.51245  -0.01
C: 1.83056 0.92045 -3.57687  0.00
C: -0.26495 -1.79890 -3.55721  0.02
C: 0.21095 -3.26170 -3.67055  0.20
C: 0.23496 -4.03034 -2.57702  0.01
C: 0.18508 -3.68185 -1.18726  0.16
C: -0.18475 -2.42035 -0.50551  0.17
N: 0.19966 -1.33242 -1.04784  0.09
H: -2.40897 -3.31555 1.76549  0.00
H: -0.91184 -4.11772 2.05168  0.00
H: -1.62387 -4.44284 0.46976  0.00
H: -0.72769 -1.90367 3.56043  0.01
H: -2.20982 -1.32928 3.00730  0.01
H: 0.15261 0.33719 3.69802  0.00
H: -1.55442 0.68749 4.16479  0.00
H: -1.98847 1.11401 1.79638  0.01
H: -1.50142 2.78723 3.39977  0.01
H: -1.66169 3.23413 1.77937  0.00
H: 1.03132 3.04855 3.29934  0.00
H: 0.15301 4.45942 2.56735  0.04
H: 2.21989 3.06906 1.31270  0.01
H: 1.28250 4.48053 -0.31078  0.05
H: -0.35335 3.66000 -0.18105  0.00
H: 2.30371 2.40678 -0.98407  0.00
H: 1.12808 3.21033 -2.14139  0.01
H: 2.62340 0.07262 -3.73105  0.00
H: 2.34793 1.86926 -3.22655  0.00
H: 1.28733 0.93078 -4.54928  0.00
H: 0.42892 -3.54818 -4.65424  0.01
H: 0.50283 -5.08668 -2.61738  0.00
H: 0.07313 -4.64895 -0.70739  0.00
O: -0.98367 -1.13354 -4.22269  0.07
C: 0.38787 -0.80570 -2.30752  0.14

=====

# 5
The following is a quantum chemistry calculation of C16H16Cl2N2O2 as an isolated structure in a non-equilibrium geometry, from OMol25.

* HOMO: -0.3083 Eh

Each line ends with the Mulliken charge.
CARTESIAN COORDINATES (ANGSTROEM)
O: 1.25235 1.73961 1.56842  -0.71
C: 1.35203 0.58175 1.06018  0.66
N: 2.49606 -0.02087 0.87734  0.26
C: 2.51352 -1.46039 0.29731  -0.86
H: 3.32480 -2.10546 0.66091  0.40
C: 2.64572 -1.47000 -1.13598  -0.29
H: 2.78438 -2.53208 -1.36271  0.42
H: 1.77557 -0.99652 -1.80169  0.17
C: 3.82804 -0.47514 -1.69079  -1.30
C: 3.65249 0.94517 -1.37764  -0.61
C: 3.94767 1.70893 0.03591  -1.24
H: 4.98458 1.73489 -0.02956  0.42
C: 3.60030 0.40669 1.05651  -1.33
H: 3.46201 1.27770 2.10920  0.20
H: 4.33551 -0.17840 1.23490  0.81
H: 3.47347 2.45548 0.28125  0.68
H: 4.20134 1.41308 -2.05542  0.61
H: 2.51467 1.13194 -1.45470  0.21
H: 4.88561 -0.69823 -1.12258  0.21
H: 4.03664 -0.61705 -2.54215  0.91
H: 1.50187 -1.99728 0.43678  0.41
C: -0.23337 0.06105 0.89738  -0.63
N: -0.38546 -1.18118 0.55132  -0.57
O: -1.77100 -1.35582 0.47758  -0.19
C: -2.29114 -0.02063 0.17845  -0.10
C: -1.22809 0.75048 0.69498  -0.02
H: -1.37298 1.59177 0.88894  1.17
C: -3.69515 0.03248 0.23942  0.03
C: -4.50929 1.00496 0.06599  0.99
C: -5.77618 0.99671 -0.09372  -0.41
C: -6.50061 -0.03246 -0.02205  0.54
C: -5.87480 -1.34692 0.20475  -0.65
C: -4.43915 -1.26401 0.46754  -0.43
H: -3.96071 -2.34012 0.66160  0.20
H: -6.42792 -2.30275 0.47852  0.31
Cl: -8.18492 0.06318 -0.07922  -0.20
H: -6.30403 1.95354 -0.58355  0.19
Cl: -3.61387 2.54584 -0.07339  -0.26

=====

# 6
The following is a quantum chemistry calculation of C5H8O3 in the gas phase in a non-equilibrium geometry, from OMol25.

* HOMO: -0.3349 Eh
* SMILES: COC1[C@@H]2OCO[C@@H]12

Each line ends with the Mulliken charge.
CARTESIAN COORDINATES (ANGSTROEM)
C: -2.80106 0.21981 -0.12422  -0.59
O: -1.75805 -0.58200 -0.55024  -0.33
C: -0.69950 -0.37219 0.34482  -0.19
C: 0.61489 -0.76012 -0.15124  0.19
O: 1.92471 -1.27838 0.16706  -0.45
C: 2.64316 -0.00907 -0.31021  -0.24
O: 1.66503 1.21867 -0.31968  -0.37
C: 0.61422 0.61046 0.34493  -0.09
H: -3.31410 -0.48825 0.74856  0.25
H: -3.48675 0.44647 -1.13643  0.23
H: -2.36050 1.30651 0.36823  0.29
H: -1.16007 -0.17116 1.41278  0.37
H: 0.64349 -0.60288 -1.21944  0.25
H: 3.52513 0.09000 0.33776  0.29
H: 3.07059 -0.35038 -1.36184  0.23
H: 0.87880 0.72253 1.44916  0.16

=====

# 7
The following is a quantum chemistry calculation of a 2-piece molecular cluster, C6H8FN3S overall, from OMol25.

* HOMO: -0.3155 Eh
* SMILES: [H]/N=C(N)\C(F)=C/N.C#CC=S

Each line ends with the Mulliken charge.
CARTESIAN COORDINATES (ANGSTROEM)
H: -0.27286 0.04265 -1.69439  0.26
N: -0.38783 -0.01798 -0.68437  -0.70
C: -0.19341 1.13269 -0.14353  0.47
N: -0.51924 1.34374 1.16814  -0.47
C: 0.39071 2.30723 -0.82112  0.15
F: 0.09795 3.50842 -0.24625  -0.32
C: 1.22939 2.29730 -1.86306  -0.12
N: 1.66773 1.17886 -2.56182  -0.54
H: -0.77562 0.52396 1.69619  0.20
H: -0.10836 2.11534 1.66443  0.23
H: 1.58054 3.25611 -2.23423  0.38
H: 1.67572 0.32419 -2.01528  0.22
H: 2.54244 1.32141 -3.04489  0.25
C: -0.22923 -2.02281 2.21302  0.23
C: -0.92964 -2.95939 1.91658  -0.08
C: -1.74573 -4.08152 1.59113  -0.75
S: -2.76136 -4.15296 0.33262  -0.17
H: 0.38453 -1.18258 2.45913  0.49
H: -1.64572 -4.93467 2.26769  0.28

=====

Respective ΔE to the lowest compared entry with this formula, charge and spin values: 80.4 60.7 95.8 90.5 355.6 188.7 0.0 kcal per mole.